# 1
Formula: C44H49N5O8Zr
Source: the OMol25 dataset
Level of theory: ωB97M-V with the def2-TZVPD basis set

The value obtained for the energy relative to the best compared isomer or geometry (same formula, charge and spin) is 2.3 kcal/mol.

The geometry in XYZ format:
```
107
C44H49N5O8Zr, DFT ωB97M-V with the def2-TZVPD basis set
Zr -0.49878 -0.03631 -1.28676
C -2.27139 0.58150 -3.15355
C -2.26525 1.64315 -2.21914
C -2.76788 1.13904 -0.98297
C -3.07147 -0.22992 -1.16323
C -2.74469 -0.57896 -2.49518
C -3.01036 -1.88671 -3.16952
C -3.69191 -1.13652 -0.14830
C -3.14333 1.93587 0.22869
C -2.01185 3.08654 -2.52833
C -1.97636 0.65078 -4.61878
H -2.25945 -2.10043 -3.93142
H -3.98408 -1.86297 -3.66773
H -3.02683 -2.71467 -2.46147
H -3.30187 -2.15278 -0.22587
H -4.77513 -1.19034 -0.28828
H -3.49462 -0.78862 0.86402
H -2.88797 1.40249 1.14624
H -4.22201 2.11655 0.24206
H -2.64539 2.90588 0.25147
H -2.93482 3.56996 -2.86129
H -1.27421 3.21731 -3.32084
H -1.66141 3.63290 -1.65588
H -1.19505 -0.05122 -4.91511
H -1.68484 1.65539 -4.92693
H -2.87254 0.39748 -5.19132
O 2.90887 -1.75245 -1.67295
C 2.40785 -0.66811 -1.47654
O 1.47431 -0.40033 -0.60021
C 2.82777 0.54182 -2.32064
C 2.29814 1.83723 -1.72019
C 2.86849 3.05821 -2.44221
C 2.05597 3.06541 -3.76039
C 1.23645 1.79119 -3.60989
O 0.90817 1.81228 -2.19068
C 2.13439 0.54251 -3.72321
C 1.22686 -0.64974 -3.99193
O 1.34078 -1.34597 -4.97518
O 0.26709 -0.76553 -3.11302
H 3.91141 0.53002 -2.42573
H 2.29822 1.86858 -0.63727
H 3.93946 2.94257 -2.60407
H 2.71544 3.97127 -1.86759
H 2.67440 3.04936 -4.65609
H 1.39858 3.93369 -3.81406
H 0.31599 1.74044 -4.18111
H 2.85131 0.63481 -4.53537
C 5.73960 -4.22213 -2.04674
O 5.34307 -3.66718 -0.80879
C 4.39812 -4.32905 -0.10012
C 3.91052 -5.58913 -0.42369
C 2.94597 -6.17372 0.38903
C 2.42056 -5.49076 1.47068
C 2.93956 -4.23934 1.81280
C 3.92621 -3.67414 1.03861
N 1.41283 -6.18153 2.22689
N 0.34653 -5.64270 2.55252
C 0.01161 -4.32789 2.06989
C -0.22239 -3.32705 2.97178
C -0.51750 -2.01301 2.56229
C -0.64234 -1.72322 1.22197
O -0.93580 -0.53946 0.71996
C -0.45036 -2.77068 0.28306
N -0.54056 -2.39327 -1.02521
C -0.33226 -3.29890 -1.95403
C -0.08927 -4.65048 -1.64826
C 0.00856 -5.04149 -0.34437
C -0.13667 -4.07959 0.68122
H 6.44927 -3.52151 -2.47735
H 4.88528 -4.32935 -2.71988
H 6.22552 -5.19273 -1.91350
H 4.27546 -6.12812 -1.28542
H 2.57639 -7.16736 0.16670
H 2.57276 -3.70907 2.67914
H 4.33434 -2.70137 1.27453
H -0.13185 -3.55086 4.02798
H -0.64789 -1.22967 3.29860
H -0.33215 -2.94994 -2.97715
H 0.04010 -5.35472 -2.45756
H 0.20522 -6.07405 -0.08898
C -1.03512 3.54178 7.06277
C -1.91025 2.71248 6.13606
N -1.73179 3.06717 4.72799
C -2.83795 3.73467 4.05283
C -3.04033 5.17137 4.50897
C -0.63182 2.57198 4.10447
O 0.15955 1.82860 4.66258
C -0.38142 2.97484 2.67775
C -0.18189 4.28204 2.27444
C 0.12555 4.51726 0.94347
C 0.17546 3.44551 0.07072
N -0.04833 2.17777 0.43949
C -0.28262 1.96115 1.73338
H -1.19987 3.25294 8.10154
H -1.25553 4.60559 6.96401
H 0.01595 3.37888 6.82857
H -2.96658 2.85086 6.37129
H -1.67785 1.65350 6.25352
H -3.74818 3.15778 4.24547
H -2.67235 3.69191 2.97888
H -3.27450 5.21887 5.57328
H -3.86788 5.62731 3.96424
H -2.14455 5.76992 4.33686
H -0.24997 5.09806 2.98376
H 0.31809 5.51735 0.57994
H 0.39609 3.59996 -0.97528
H -0.42684 0.93130 2.02012
```

=====

# 2
Formula: C2H4FNO2S
Source: the OMol25 dataset
Level of theory: ωB97M-V with the def2-TZVPD basis set

The value obtained for the energy relative to the best compared isomer or geometry (same formula, charge and spin) is 12.0 kcal/mol. Its multiplicity is 3.

The geometry in XYZ format:
```
11
C2H4FNO2S, DFT ωB97M-V with the def2-TZVPD basis set
C 1.98870 0.42840 0.14826
C 1.43370 1.58792 -0.17690
N -1.09055 -0.28422 0.71537
O -1.47898 2.26646 0.66599
O -1.55481 0.98608 -1.52908
F 3.31231 0.26213 0.44267
S -0.99359 1.18596 -0.21487
H 1.50356 -0.51388 0.31678
H 1.78214 2.57239 -0.21875
H -0.83875 -0.06371 1.71197
H -0.39252 -1.03469 0.31208
```

=====

# 3
Formula: C5H9N
Source: the OMol25 dataset
Level of theory: ωB97M-V with the def2-TZVPD basis set

The value obtained for the energy relative to the best compared isomer or geometry (same formula, charge and spin) is 49.5 kcal/mol. As for the SMILES: C1CC1N1CC1.

The geometry in XYZ format:
```
15
C5H9N, DFT ωB97M-V with the def2-TZVPD basis set
C 1.17339 1.13494 0.79435
C 0.06316 1.93813 0.17480
C -0.11645 0.47087 0.41853
N -0.09208 -0.39414 -0.73039
C -1.18217 -1.34580 -0.84150
C 0.18090 -1.79472 -0.46011
H 2.03464 0.90190 0.17459
H 1.38902 1.26593 1.85107
H -0.48306 2.64270 0.79547
H 0.18787 2.23318 -0.86294
H -0.77629 0.16998 1.23999
H -1.93695 -1.34203 -0.05317
H -1.56603 -1.52451 -1.84392
H 0.81677 -2.29572 -1.18725
H 0.34166 -2.08935 0.57682
```